{
  "formula": "C3H15BrN6O4",
  "method": "wB97M-V/def2-TZVPD",
  "e_lumo_ha": -0.0672,
  "homo_energy_ev": -9.2,
  "max_force_ev_per_a": 3.2,
  "orbital_gap_ev": 7.40,
  "spin_multiplicity": 1,
  "total_charge": 0,
  "total_energy_ha": -3326.87092,
  "symbols": ["O", "H", "H", "H", "Br", "C", "O", "N", "N", "H", "H", "H", "H", "C", "O", "N", "N", "H", "H", "H", "H", "C", "O", "N", "N", "H", "H", "H", "H"],
  "coordinates": [[-2.238373, -0.539150, 3.571357], [-2.446416, -0.497757, 2.603898], [-1.479742, -1.132416, 3.718424], [-2.990150, -0.895754, 4.073638], [-1.287133, -1.010302, 0.567388], [2.019807, 1.045607, -1.349190], [1.124809, 1.144576, -2.171123], [3.326681, 1.016314, -1.602635], [1.703634, 1.007674, -0.029717], [3.684115, 1.115558, -2.536940], [3.982822, 0.830050, -0.865149], [2.440412, 0.841220, 0.636615], [0.791445, 0.656415, 0.216245], [0.909406, -4.326077, -1.251223], [1.466767, -5.380131, -1.542857], [-0.376971, -4.251667, -0.820853], [1.392249, -3.107872, -1.372133], [-0.843384, -3.413483, -0.518257], [-1.002195, -5.038997, -0.857767], [0.806081, -2.408563, -0.944834], [2.380381, -2.918234, -1.404393], [-1.447076, 3.865797, -0.091600], [-0.881320, 4.758948, -0.658012], [-1.901673, 3.918729, 1.186206], [-1.610114, 2.567746, -0.503375], [-2.002352, 4.872120, 1.500849], [-2.267833, 3.169441, 1.739271], [-1.937777, 1.853081, 0.122373], [-1.316102, 2.257126, -1.416208]],
  "forces_ev_per_angstrom": [[-0.290, 0.062, 1.444], [0.650, -0.298, -1.875], [0.407, -0.053, -0.552], [-0.256, 0.052, 0.054], [-0.518, 0.254, 0.987], [-2.182, 0.275, 0.044], [0.327, -0.109, -0.700], [1.922, -0.086, -0.502], [0.359, -0.181, 1.303], [-0.256, -0.003, 0.049], [0.016, 0.074, -0.168], [-0.185, -0.060, 0.064], [-0.102, 0.077, -0.118], [-0.723, -2.447, -0.357], [-0.039, 0.514, 0.206], [-1.884, -0.903, 0.625], [1.419, 2.664, 0.056], [0.335, 0.282, -0.104], [0.558, -0.246, -0.124], [0.401, 0.476, -0.184], [-0.112, -0.281, -0.091], [0.320, -3.097, 0.529], [-0.194, 0.867, -0.688], [-0.286, 2.444, 1.463], [0.112, -0.155, -1.509], [-0.011, -0.309, 0.495], [-0.121, 0.014, -0.324], [0.023, 0.056, -0.164], [0.309, 0.118, 0.140]],
  "lowdin_charge": [0.228, -0.012, 0.154, 0.172, -0.114, -0.723, 0.019, 0.159, 0.140, 0.112, 0.095, 0.086, -0.021, -0.725, 0.010, 0.131, 0.162, -0.032, 0.100, 0.037, 0.113, -0.706, 0.059, 0.122, 0.145, 0.100, 0.080, 0.016, 0.096]
}